# 1
Entry from the OMol25 dataset: a 11-piece molecular cluster, C30H88N6O11 overall (ωB97M-V/def2-TZVPD).

## Properties
Multiplicity = 1
Energy relative to the best compared isomer or geometry (same formula, charge and spin) = 2.345 eV
Highest occupied orbital energy = -9.133 eV
E_LUMO = 0.27 eV
Frontier orbital gap = 9.402 eV
Total charge = 0

Geometry as XYZ:
```
135
Properties=species:S:1:pos:R:3:mulliken_charge:R:1
C 16.243 3.603 12.230 -0.72
O 15.116 3.757 13.068 -0.31
C 13.876 3.482 12.446 -0.64
C 12.711 3.757 13.347 0.49
C 11.380 3.112 12.941 -1.37
N 12.528 5.226 13.426 -0.75
H 16.363 2.597 11.828 0.30
H 17.095 3.844 12.865 0.25
H 16.253 4.266 11.365 0.31
H 13.879 4.008 11.491 0.35
H 13.793 2.399 12.346 0.30
H 12.849 3.442 14.381 0.25
H 10.686 3.246 13.770 0.31
H 11.565 2.066 12.693 0.36
H 10.894 3.546 12.067 0.31
H 12.440 5.547 12.473 0.26
H 13.467 5.551 13.611 0.30
C 9.707 1.327 20.675 -0.71
O 10.396 0.099 20.665 -0.35
C 11.765 0.192 21.261 -0.64
C 12.231 -1.221 21.562 0.75
C 12.107 -1.532 23.031 -1.68
N 13.656 -1.573 21.268 -0.76
H 9.193 1.324 21.636 0.28
H 8.885 1.276 19.962 0.25
H 10.324 2.219 20.571 0.30
H 12.365 0.701 20.507 0.34
H 11.784 0.774 22.182 0.36
H 11.677 -1.993 21.029 0.20
H 12.866 -1.027 23.629 0.41
H 12.287 -2.573 23.301 0.44
H 11.089 -1.432 23.407 0.36
H 13.919 -1.569 20.293 0.22
H 13.917 -2.500 21.572 0.23
C 1.008 -5.649 17.653 -0.79
O 1.011 -4.196 17.485 -0.32
C 2.327 -3.605 17.599 -0.76
C 2.230 -2.087 17.588 0.51
C 1.596 -1.469 16.314 -1.24
N 3.616 -1.551 17.746 -0.51
H 1.670 -6.260 17.040 0.30
H 0.028 -6.063 17.416 0.29
H 1.049 -5.954 18.699 0.31
H 2.776 -3.804 18.572 0.33
H 3.010 -3.939 16.818 0.36
H 1.595 -1.786 18.421 0.24
H 1.279 -0.452 16.547 0.32
H 0.753 -2.092 16.017 0.32
H 2.265 -1.354 15.461 0.26
H 4.217 -2.247 18.165 0.23
H 3.481 -0.744 18.337 0.17
C 4.881 10.078 12.483 -0.87
O 5.749 10.459 11.429 -0.33
C 5.020 11.207 10.443 -0.71
C 5.849 11.432 9.147 0.43
C 5.189 12.493 8.267 -1.45
N 5.941 10.203 8.340 -0.72
H 4.175 10.833 12.827 0.35
H 5.341 9.548 13.318 0.33
H 4.115 9.353 12.209 0.32
H 4.059 10.730 10.252 0.35
H 4.968 12.129 11.023 0.36
H 6.873 11.686 9.418 0.34
H 4.100 12.465 8.238 0.35
H 5.749 12.505 7.332 0.39
H 5.300 13.473 8.732 0.38
H 5.016 9.893 8.080 0.25
H 6.303 9.419 8.864 0.25
C 6.164 4.065 7.561 -0.72
O 4.966 3.681 8.259 -0.35
C 5.114 2.541 9.095 -0.74
C 3.730 2.304 9.713 0.52
C 3.748 1.156 10.747 -1.47
N 2.662 2.100 8.765 -0.67
H 6.962 4.052 8.304 0.28
H 6.089 5.024 7.048 0.24
H 6.410 3.278 6.849 0.33
H 5.302 1.612 8.557 0.27
H 5.958 2.757 9.751 0.47
H 3.379 3.143 10.314 0.17
H 3.773 0.149 10.328 0.36
H 2.803 1.209 11.287 0.38
H 4.563 1.257 11.464 0.38
H 2.648 1.123 8.507 0.25
H 2.848 2.635 7.930 0.28
C 12.434 7.542 21.975 -0.71
O 12.459 8.264 20.789 -0.31
C 11.554 7.887 19.726 -0.51
C 11.870 8.642 18.514 0.52
C 11.830 10.087 18.746 -1.65
N 10.866 8.371 17.476 -0.73
H 13.356 7.559 22.557 0.24
H 12.228 6.487 21.796 0.27
H 11.605 7.948 22.555 0.29
H 11.602 6.812 19.557 0.32
H 10.551 8.204 20.013 0.30
H 12.873 8.490 18.115 0.26
H 12.169 10.777 17.973 0.43
H 12.461 10.417 19.571 0.34
H 10.808 10.430 18.908 0.38
H 11.184 7.508 17.059 0.27
H 11.230 9.023 16.797 0.30
C 6.384 3.633 15.995 -0.95
C 6.686 5.141 15.994 -0.22
O 7.360 5.452 17.219 -0.48
H 5.777 3.225 16.804 0.26
H 7.315 3.069 15.940 0.27
H 5.984 3.443 15.000 0.32
H 5.855 5.825 15.820 0.26
H 7.342 5.228 15.128 0.27
H 7.899 6.211 16.983 0.26
C 1.394 5.198 13.789 -0.89
C 0.085 5.691 14.415 -0.35
O -0.015 7.116 14.158 -0.51
H 1.627 4.219 14.207 0.31
H 2.268 5.772 14.096 0.27
H 1.330 5.142 12.702 0.31
H 0.143 5.505 15.488 0.30
H -0.775 5.125 14.058 0.25
H -0.165 7.143 13.210 0.30
C 2.870 2.777 20.907 -0.78
C 3.342 3.964 20.127 -0.12
O 4.705 4.103 20.237 -0.52
H 3.205 2.599 21.929 0.33
H 2.915 1.896 20.267 -0.01
H 1.789 2.920 20.925 0.31
H 2.830 4.829 20.550 0.25
H 3.109 3.856 19.068 0.25
H 5.142 4.750 19.678 0.28
O 6.220 6.384 11.324 -0.58
H 6.564 7.064 11.903 0.29
H 5.307 6.633 11.177 0.30
O 6.332 -0.606 15.079 -0.65
H 7.097 -1.085 15.398 0.30
H 5.622 -0.871 15.664 0.31
```


# 2
Entry from the OMol25 dataset: a 2-piece molecular cluster, C2H2BrNO2 overall (ωB97M-V/def2-TZVPD).

## Properties
Multiplicity = 1
Energy relative to the best compared isomer or geometry (same formula, charge and spin) = 5.310 eV
Highest occupied orbital energy = -11.143 eV
E_LUMO = -1.00 eV
Frontier orbital gap = 10.139 eV
Total charge = 0

Geometry as XYZ:
```
8
Properties=species:S:1:pos:R:3:nbo_charge:R:1
C 0.458 -0.399 -1.239 -0.13
C 1.237 -0.528 -0.314 0.06
N 2.223 -0.548 0.665 0.48
O 2.497 -1.563 1.223 -0.31
O 2.719 0.559 0.890 -0.35
H -0.060 -0.134 -2.123 0.25
Br -2.006 0.032 2.260 -0.19
H -1.683 1.132 1.496 0.19
```